a:
Molecular formula: C3H6O2
Method: DFT, ωB97M-V/def2-TZVPD

HOMO energy = -0.363 hartree
Net charge = 0
SMILES = C=CC=O.O
LUMO = 0.01571 hartree

Last column: Mulliken charge in e.
CARTESIAN COORDINATES (ANGSTROEM)
C  -0.50  -0.67  1.15  -0.6710
C  0.82  -0.57  1.07  0.0247
C  1.44  0.24  0.00  0.0478
O  2.63  0.39  -0.15  -0.4931
H  -0.99  -1.26  1.93  0.2493
H  -1.15  -0.17  0.43  0.2697
H  1.50  -1.07  1.77  0.3265
H  0.71  0.72  -0.68  0.2622
O  -1.73  0.65  -1.57  -0.6593
H  -1.55  1.58  -1.76  0.3189
H  -1.18  0.17  -2.20  0.3244

***

b:
Molecular formula: C3H6O2
Method: DFT, ωB97M-V/def2-TZVPD

HOMO energy = -0.389 hartree
Net charge = 0
SMILES = CCC(=O)O
LUMO = 0.02964 hartree

Last column: Mulliken charge in e.
CARTESIAN COORDINATES (ANGSTROEM)
C  1.12  -0.13  0.79  -1.1607
C  -0.38  0.19  0.60  -0.1346
C  -0.62  -0.17  -0.88  0.4809
O  -0.17  -1.08  -1.49  -0.4989
O  -1.41  0.83  -1.48  -0.4972
H  1.86  0.44  0.31  0.3594
H  1.38  -1.17  0.71  0.3350
H  1.34  -0.27  1.91  0.3271
H  -0.97  -0.54  1.25  0.1999
H  -0.69  1.24  0.76  0.2461
H  -1.46  0.68  -2.50  0.3430

***

Best to worst by energy: b, a.

***

a:
Molecular formula: C3H6O2
Method: DFT, ωB97M-V/def2-TZVPD

HOMO energy = -0.372 hartree
Net charge = 0
SMILES = CC=O.C=O
LUMO = 0.02656 hartree

Last column: Mulliken charge in e.
CARTESIAN COORDINATES (ANGSTROEM)
C  1.32  -0.07  1.05  -1.1016
C  0.86  -1.46  0.68  0.2872
O  0.88  -1.91  -0.43  -0.4472
H  1.53  0.49  0.13  0.3326
H  2.19  -0.08  1.70  0.3443
H  0.46  0.48  1.45  0.3192
H  0.74  -2.10  1.57  0.3231
C  -1.03  1.64  -0.74  0.3129
O  -2.21  1.50  -0.67  -0.4058
H  -0.17  1.10  -0.32  -0.1837
H  -0.62  2.49  -1.30  0.2190

***

b:
Molecular formula: C3H6O2
Method: DFT, ωB97M-V/def2-TZVPD

HOMO energy = -0.357 hartree
Net charge = 0
SMILES = O=CCCO
LUMO = 0.02735 hartree

Last column: Mulliken charge in e.
CARTESIAN COORDINATES (ANGSTROEM)
O  -1.05  -0.71  1.91  -0.4799
C  -0.76  -0.49  0.76  -0.0753
C  0.62  -0.47  0.22  -0.4445
C  0.84  0.83  -0.62  -0.4168
O  0.15  0.58  -1.84  -0.5148
H  -1.66  -0.29  0.15  0.3912
H  1.36  -0.39  1.01  0.2923
H  0.90  -1.33  -0.41  0.3200
H  0.29  1.62  -0.07  0.3389
H  1.91  0.82  -0.86  0.3086
H  0.17  1.28  -2.50  0.2803

***

Best to worst by energy: b, a.

***

a:
Molecular formula: C3H6O2
Method: DFT, ωB97M-V/def2-TZVPD

HOMO energy = -0.366 hartree
Net charge = 0
SMILES = CC=O.C=O
LUMO = 0.02852 hartree

Last column: Mulliken charge in e.
CARTESIAN COORDINATES (ANGSTROEM)
C  0.98  0.78  0.47  -1.0391
C  1.03  -0.64  0.18  0.2711
O  0.34  -1.04  -0.77  -0.5650
H  1.54  1.03  1.29  0.3870
H  1.31  1.39  -0.37  0.2906
H  0.02  1.08  0.60  0.4051
H  1.73  -1.17  0.89  0.2989
C  -1.76  -0.35  -0.56  0.0006
O  -1.44  0.47  0.27  -0.4952
H  -2.02  -0.10  -1.61  0.2335
H  -1.74  -1.45  -0.38  0.2127

***

b:
Molecular formula: C3H6O2
Method: DFT, ωB97M-V/def2-TZVPD

HOMO energy = -0.368 hartree
Net charge = 0
LUMO = -0.05982 hartree

Last column: Mulliken charge in e.
CARTESIAN COORDINATES (ANGSTROEM)
C  0.40  -0.46  1.73  -0.6418
C  -0.35  -0.18  -0.52  0.6753
C  -0.13  0.66  -1.76  -0.6946
H  0.51  -1.55  1.73  0.2777
H  1.08  -0.07  2.45  0.2889
H  -0.65  -0.37  2.15  0.2815
H  -0.04  -0.66  -2.98  0.2399
H  -1.58  1.76  -1.58  0.2388
H  1.50  1.62  -1.31  0.1893
O  0.68  0.02  0.35  -0.3273
O  -1.41  -0.78  -0.26  -0.5277

***

c:
Molecular formula: C3H6O2
Method: DFT, ωB97M-V/def2-TZVPD

HOMO energy = -0.311 hartree
Net charge = 0
LUMO = 0.00219 hartree

Last column: Mulliken charge in e.
CARTESIAN COORDINATES (ANGSTROEM)
O  -1.95  -0.28  -0.01  -0.4866
C  -0.99  0.69  0.13  -0.2831
C  0.32  0.47  0.57  -0.0265
C  1.05  -0.72  0.04  -0.3954
O  1.21  -0.05  -1.16  -0.6706
H  -1.53  -1.14  -0.15  0.3178
H  -0.14  0.65  -0.87  0.4182
H  -1.43  1.68  0.22  0.3683
H  0.93  1.32  0.85  0.2860
H  0.45  -1.65  0.02  0.2048
H  1.98  -0.94  0.58  0.2671

***

Best to worst by energy: a, c, b.

***

a:
Molecular formula: C3H6O2
Method: DFT, ωB97M-V/def2-TZVPD

HOMO energy = -0.339 hartree
Net charge = 0
LUMO = 0.01130 hartree

Last column: Mulliken charge in e.
CARTESIAN COORDINATES (ANGSTROEM)
O  -1.97  1.22  -0.55  -0.3369
C  -1.79  0.64  0.61  -0.2127
C  0.87  -1.17  -0.10  -0.8342
C  1.36  0.24  0.07  0.1289
O  2.16  0.58  0.91  -0.4815
H  -2.24  0.54  -1.19  0.3953
H  -0.08  -1.27  0.46  0.2907
H  -1.48  1.50  1.26  0.1409
H  0.66  -1.39  -1.15  0.2615
H  1.60  -1.88  0.31  0.3074
H  0.92  0.99  -0.63  0.3405

***

b:
Molecular formula: C3H6O2
Method: DFT, ωB97M-V/def2-TZVPD

HOMO energy = -0.337 hartree
Net charge = 0
SMILES = OC[C@H]1CO1
LUMO = 0.03584 hartree

Last column: Mulliken charge in e.
CARTESIAN COORDINATES (ANGSTROEM)
O  -1.75  -0.42  -0.35  -0.5133
C  -0.97  0.70  -0.03  -0.4969
C  0.53  0.37  0.09  0.0028
C  1.18  -1.13  0.25  -0.5175
O  0.94  -0.42  -0.96  -0.3775
H  -1.25  -0.90  -1.03  0.3342
H  -1.02  1.47  -0.82  0.2665
H  -1.39  1.14  0.88  0.3227
H  1.17  1.17  0.42  0.4354
H  0.35  -0.96  0.96  0.3179
H  2.21  -1.01  0.59  0.2256

***

Best to worst by energy: a, b.

***

a:
Molecular formula: C39H31IN8O2Tl
Method: DFT, ωB97M-V/def2-TZVPD

HOMO energy = -0.380 hartree
Net charge = +1
LUMO = -0.09947 hartree

Last column: Mulliken charge in e.
CARTESIAN COORDINATES (ANGSTROEM)
Tl  0.25  -0.19  -0.55  1.6243
O  -3.21  -2.95  -1.55  -0.6682
C  -2.94  -4.02  -0.75  0.2436
C  -3.91  -5.02  -0.70  -0.6768
C  -3.71  -6.14  0.08  -0.3422
C  -2.54  -6.28  0.83  -0.7915
C  -1.59  -5.28  0.79  -0.5966
C  -1.77  -4.13  0.02  0.5268
C  -0.76  -3.05  0.05  0.4826
O  -0.86  -2.11  -0.83  -0.5916
N  0.13  -3.09  1.01  -0.9431
N  1.02  -2.02  1.00  0.5115
C  1.90  -2.14  1.91  -0.8428
C  2.97  -1.18  2.22  0.9578
C  3.89  -1.54  3.20  -0.9404
C  4.92  -0.66  3.50  -0.4929
C  4.99  0.54  2.81  -0.9732
C  4.02  0.81  1.86  -0.1735
N  3.02  -0.01  1.56  0.2968
H  -2.37  -2.44  -1.60  0.1668
H  -4.80  -4.90  -1.31  0.4589
H  -4.46  -6.91  0.10  0.3935
H  -2.38  -7.17  1.43  0.4191
H  -0.68  -5.37  1.37  0.4518
H  1.88  -3.05  2.51  0.3019
H  3.80  -2.49  3.70  0.4893
H  5.65  -0.92  4.26  0.4308
H  5.78  1.25  3.00  0.4609
H  4.05  1.75  1.31  0.4466
C  -1.25  0.72  2.49  -1.0877
N  -1.40  -0.48  1.67  -0.1680
C  -2.74  -0.71  1.15  -1.4325
C  -2.95  0.16  -0.05  0.4315
N  -1.97  0.83  -0.62  0.5933
C  -2.57  1.63  -1.59  -0.4907
C  -2.00  2.56  -2.46  -0.3639
C  -2.85  3.20  -3.34  -0.7562
C  -4.23  2.93  -3.36  -0.6226
C  -4.80  2.02  -2.49  -1.1366
C  -3.94  1.39  -1.60  0.6746
N  -4.15  0.45  -0.60  -0.0466
C  -0.07  1.55  2.08  0.2212
N  0.38  1.64  0.85  0.4373
C  1.36  2.62  0.84  0.0565
C  2.11  3.12  -0.21  -0.5278
C  3.00  4.14  0.08  -0.8725
C  3.14  4.63  1.39  -0.6548
C  2.39  4.14  2.44  -1.0354
C  1.49  3.13  2.13  0.8194
N  0.57  2.42  2.90  -0.0628
H  -2.12  1.36  2.33  0.2899
H  -1.21  0.51  3.56  0.5385
H  -1.04  -1.31  2.14  0.4447
H  -2.85  -1.76  0.89  0.2415
H  -3.51  -0.48  1.89  0.6523
H  -0.94  2.75  -2.46  0.6981
H  -2.45  3.93  -4.04  0.4935
H  -4.86  3.46  -4.06  0.4053
H  -5.87  1.83  -2.50  0.4508
H  -5.02  0.01  -0.35  0.2416
H  2.02  2.72  -1.22  0.3915
H  3.61  4.56  -0.71  0.4729
H  3.85  5.43  1.57  0.4144
H  2.50  4.54  3.44  0.4795
H  0.37  2.55  3.87  0.2338
I  -1.24  -0.57  -3.83  0.2705
C  0.31  0.83  -4.06  0.0115
C  0.19  1.68  -5.11  -0.4720
C  1.29  2.43  -5.57  -0.9985
C  2.52  2.22  -5.01  -0.8549
C  2.67  1.33  -3.91  0.7666
C  3.97  1.04  -3.42  -0.9248
C  4.13  0.17  -2.38  -1.1741
C  2.99  -0.30  -1.69  -0.0287
C  1.72  -0.01  -2.11  -0.3078
C  1.53  0.71  -3.33  0.8004
H  -0.75  1.74  -5.65  0.4976
H  1.17  3.11  -6.40  0.4404
H  3.40  2.70  -5.41  0.4169
H  4.82  1.49  -3.91  0.4215
H  5.12  -0.10  -2.03  0.4471
H  3.14  -0.85  -0.77  0.6351

***

b:
Molecular formula: C39H31IN8O2Tl
Method: DFT, ωB97M-V/def2-TZVPD

HOMO energy = -0.340 hartree
Net charge = +1
LUMO = -0.14068 hartree

Last column: Mulliken charge in e.
CARTESIAN COORDINATES (ANGSTROEM)
Tl  0.61  0.71  -0.03  1.9391
O  -4.89  2.35  0.39  -0.6039
C  -4.96  1.03  0.07  -0.7319
C  -6.19  0.49  -0.07  -0.8476
C  -6.59  -0.83  -0.46  -0.5378
C  -5.87  -1.96  -0.50  -1.3613
C  -4.51  -2.19  -0.04  0.2022
C  -3.65  0.33  -0.18  1.4987
C  -2.46  1.09  0.44  -0.1979
O  -1.72  0.62  1.32  -0.3680
N  -2.23  2.27  -0.15  -1.2145
N  -0.99  2.69  -0.03  0.4407
C  -0.65  3.93  -0.05  -0.6641
C  0.73  4.29  0.13  0.9188
C  1.08  5.64  0.28  -1.1900
C  2.39  5.97  0.58  -0.3111
C  3.31  4.94  0.72  -1.0429
C  2.89  3.64  0.52  0.0679
N  1.64  3.31  0.22  0.4616
H  -3.99  2.69  0.25  0.3875
H  -7.00  1.19  0.08  0.4857
H  -7.63  -0.90  -0.74  0.3824
H  -6.37  -2.86  -0.85  0.3636
H  -4.08  -3.13  -0.38  0.4860
H  -1.40  4.72  -0.10  0.3342
H  0.32  6.40  0.18  0.4605
H  2.68  7.00  0.71  0.4310
H  4.34  5.14  0.97  0.4553
H  3.59  2.83  0.61  0.1521
C  -1.27  0.53  -3.02  -1.0594
N  -0.11  1.33  -2.58  -0.2096
C  1.08  1.12  -3.38  -1.0600
C  1.60  -0.25  -3.12  0.0199
N  1.40  -0.90  -2.00  0.7302
C  2.04  -2.11  -2.13  -0.1904
C  2.16  -3.19  -1.26  -0.4733
C  2.92  -4.26  -1.68  -0.9537
C  3.56  -4.28  -2.92  -0.4902
C  3.44  -3.23  -3.81  -1.1296
C  2.67  -2.15  -3.40  0.9249
N  2.35  -0.96  -4.00  -0.0458
C  -2.02  0.00  -1.82  0.4059
N  -1.38  -0.81  -1.03  -0.5048
C  -2.07  -1.49  -0.04  -0.1039
C  -1.46  -2.48  0.66  -0.5367
C  -2.10  -3.09  1.78  -0.8517
C  -3.32  -2.70  2.20  -1.2423
C  -4.14  -1.81  1.40  -0.3029
C  -3.48  -1.13  0.21  2.0505
N  -3.31  0.35  -1.61  -0.2706
H  -1.94  1.11  -3.66  0.5547
H  -0.89  -0.33  -3.57  0.2816
H  -0.36  2.31  -2.53  0.2720
H  0.90  1.25  -4.46  0.4535
H  1.84  1.85  -3.07  0.3342
H  1.69  -3.18  -0.29  0.4064
H  3.03  -5.12  -1.03  0.4480
H  4.15  -5.14  -3.20  0.4164
H  3.93  -3.23  -4.77  0.4436
H  2.64  -0.65  -4.91  0.2343
H  -0.44  -2.73  0.43  0.4610
H  -1.54  -3.81  2.35  0.4514
H  -3.73  -3.05  3.13  0.4790
H  -4.91  -1.26  1.93  0.4916
H  -3.76  1.03  -2.21  0.4786
I  3.98  0.26  -0.49  0.1418
C  3.90  -0.61  1.45  0.0860
C  4.96  -1.40  1.79  -0.5978
C  5.09  -1.87  3.10  -0.7926
C  4.19  -1.48  4.06  -0.8499
C  3.08  -0.68  3.73  0.7653
C  2.18  -0.24  4.72  -0.8423
C  1.08  0.51  4.41  -1.2092
C  0.79  0.77  3.06  -0.5835
C  1.65  0.35  2.10  0.5654
C  2.86  -0.30  2.36  0.2593
H  5.73  -1.63  1.07  0.4627
H  5.93  -2.50  3.35  0.4089
H  4.32  -1.77  5.08  0.4190
H  2.39  -0.50  5.75  0.4223
H  0.41  0.87  5.17  0.4464
H  -0.14  1.27  2.81  0.5892

***

Best to worst by energy: a, b.

***

a:
Molecular formula: C4H5N
Method: DFT, ωB97M-V/def2-TZVPD

HOMO energy = -0.338 hartree
Net charge = 0
LUMO = 0.00730 hartree

Last column: Mulliken charge in e.
CARTESIAN COORDINATES (ANGSTROEM)
N  2.80  -0.30  -0.50  -0.4172
C  1.78  -0.09  0.01  0.3393
C  0.61  0.23  0.79  -0.2277
C  -0.81  -0.63  -0.05  -0.5809
C  -0.47  0.87  0.02  -0.4726
H  -0.08  -1.12  0.71  0.2079
H  -1.75  -0.88  0.45  0.3228
H  -0.66  -1.08  -1.03  0.3202
H  -1.18  1.46  0.59  0.2265
H  -0.24  1.30  -0.96  0.2817

***

b:
Molecular formula: C4H5N
Method: DFT, ωB97M-V/def2-TZVPD

HOMO energy (spin up / spin down) = -0.327 / -0.305 hartree
Net charge = 0
LUMO (spin up / spin down) = -0.01475 / -0.03533 hartree

Last column: Mulliken charge in e.
CARTESIAN COORDINATES (ANGSTROEM)
C  0.77  0.84  -0.26  -0.9892
C  0.40  -0.43  0.40  0.3415
N  0.98  -1.60  0.07  -0.6436
C  -1.03  -0.23  0.10  -0.6205
C  -2.22  -0.08  -0.04  0.3184
H  1.96  -1.42  -0.16  0.2415
H  0.96  0.73  -1.32  0.3443
H  0.56  1.85  0.07  0.3257
H  0.89  0.40  1.27  0.2323
H  -3.27  -0.07  -0.12  0.4496

***

Best to worst by energy: a, b.